Entry 1:
DFT (ωB97M-V/def2-TZVPD) results for a molecular structure, C16H23BN6Zn.

For the max |F|, the calculation gives 6.14 eV Å⁻¹. The HOMO energy (spin up / spin down) comes out at -7.82 / -7.63 eV. The HOMO-LUMO gap (spin up / spin down) comes out at 0.2249 / 0.2048 Eh.

Geometry as XYZ:
```
47
Properties=species:S:1:pos:R:3:forces:R:3
H -0.206 2.675 0.684 0.0 -0.1 -0.2
N 0.101 1.489 -1.029 0.6 1.0 -0.4
B 0.675 0.609 -3.326 0.3 0.2 1.9
N 0.603 1.773 -2.283 -0.3 -0.2 0.6
C 0.906 3.082 -2.389 -0.2 -0.3 0.6
Zn -0.800 -0.729 -0.651 3.6 4.2 2.8
H 1.303 3.463 -3.322 -0.1 0.1 0.3
C 0.616 3.678 -1.168 0.0 -0.1 0.0
H 0.737 4.714 -0.904 0.0 0.0 0.0
C 0.125 2.638 -0.347 0.2 -0.1 -1.0
H 1.073 0.965 -4.397 -0.2 -0.1 0.0
C -1.141 -2.438 -0.269 -0.8 -3.9 1.8
H -1.464 -2.494 0.774 0.6 -0.6 -0.1
H -0.104 -2.807 -0.516 -1.6 -0.5 0.3
H -2.018 -2.690 -0.862 0.5 -0.7 -0.4
N -0.755 0.057 -3.322 -2.5 -0.7 -1.2
N 1.567 -0.492 -2.676 0.0 -0.6 0.9
N -1.460 -0.332 -2.241 0.3 1.2 -1.4
N 1.202 -1.037 -1.451 1.5 0.0 -1.1
C -1.596 -0.046 -4.368 -1.1 -0.4 0.1
C 2.755 -0.991 -3.071 -0.5 -0.1 0.6
H -1.288 0.212 -5.385 -0.1 -0.1 0.6
H 3.185 -0.667 -4.011 0.0 -0.1 0.2
C -2.843 -0.518 -3.887 0.3 0.4 -1.3
C 3.194 -1.878 -2.096 -0.1 0.1 0.0
C -2.689 -0.669 -2.506 0.2 0.5 -3.6
C 2.203 -1.865 -1.097 -0.3 0.7 -1.0
H -3.723 -0.717 -4.490 0.2 0.1 0.2
H 4.102 -2.454 -2.102 0.1 0.0 0.0
H -3.398 -1.028 -1.820 -0.4 -0.3 1.0
H 2.183 -2.418 -0.164 -0.1 0.2 -0.2
H -2.262 -0.217 0.336 1.4 0.2 1.1
C 1.239 -0.620 4.477 0.2 -0.2 -0.1
C -0.066 0.068 4.075 0.1 0.0 -0.3
C -1.231 -0.610 4.803 -0.3 -0.2 -0.2
C -0.002 1.536 4.493 0.0 0.3 -0.1
C -0.294 -0.038 2.594 -0.6 -0.3 0.2
C -0.596 -0.201 1.421 -1.0 0.5 -0.1
H 1.372 -0.571 5.565 -0.1 0.0 -0.2
H 2.095 -0.133 4.002 -0.1 -0.1 0.0
H 1.233 -1.671 4.178 0.0 0.1 0.0
H -1.099 -0.546 5.890 0.1 0.0 -0.2
H -2.177 -0.128 4.537 0.1 -0.1 0.1
H -1.296 -1.665 4.522 0.0 0.1 0.1
H 0.840 2.039 4.010 -0.1 0.0 0.1
H -0.921 2.057 4.211 0.1 0.0 0.0
H 0.122 1.613 5.580 0.0 0.0 -0.2
```
Positions in Å, forces in eV/Å.

Mulliken population analysis, charges in e, atoms 1 to 2: 0.416 0.077

***

Entry 2:
DFT (ωB97M-V/def2-TZVPD) results for a molecular structure, C16H23BiBr2N4O2.

For the max |F|, the calculation gives 1.05 eV Å⁻¹. The HOMO energy (spin up / spin down) comes out at -6.33 / -6.14 eV. The HOMO-LUMO gap (spin up / spin down) comes out at 0.2192 / 0.2141 Eh.

Geometry as XYZ:
```
48
Properties=species:S:1:pos:R:3:forces:R:3
Bi -0.250 0.289 -1.217 0.1 0.8 -0.5
N 0.363 0.450 2.168 0.0 0.0 0.0
C 1.736 0.942 2.079 0.0 0.2 0.0
C 1.784 2.371 1.525 0.1 -0.4 0.0
N 1.640 2.444 0.072 0.1 0.1 0.0
C 2.884 2.671 -0.659 0.1 -0.1 0.0
C 3.740 1.415 -0.865 -0.2 0.3 0.0
N 3.174 0.505 -1.863 -0.1 0.0 0.2
H 0.357 -0.535 2.406 0.0 0.0 0.0
H -0.144 0.940 2.895 0.0 0.0 0.0
H 2.256 0.939 3.048 0.0 -0.1 0.0
H 2.278 0.274 1.408 0.0 0.0 0.0
H 0.983 2.944 2.000 0.0 0.0 0.0
H 2.736 2.823 1.834 0.0 0.1 0.0
H 0.967 3.158 -0.171 0.0 0.0 0.0
H 2.628 3.063 -1.645 0.0 0.0 0.0
H 3.511 3.421 -0.150 0.0 0.0 0.0
H 4.717 1.765 -1.206 0.0 -0.1 0.0
H 3.894 0.921 0.098 0.1 0.0 0.0
H 3.899 0.143 -2.466 0.0 0.0 0.0
H 2.747 -0.297 -1.412 0.0 0.0 0.0
Br 2.583 -3.886 0.862 -0.1 -0.1 0.0
C 0.716 -3.786 0.564 0.2 0.3 -0.1
C -0.099 -4.869 0.872 -0.3 0.0 0.0
C -1.452 -4.797 0.656 0.1 -0.4 0.1
Br -2.524 -6.315 1.071 0.1 0.1 0.0
C -2.049 -3.635 0.133 0.1 0.2 0.0
C -3.431 -3.467 -0.096 0.0 0.2 -0.1
C -3.893 -2.279 -0.596 -0.2 -0.3 0.1
C -2.998 -1.256 -0.901 0.4 0.1 0.0
N -1.695 -1.374 -0.686 -0.9 -0.6 0.2
C -1.202 -2.538 -0.179 -0.1 -0.1 0.1
C 0.223 -2.597 0.008 0.4 -0.1 0.1
O 0.964 -1.609 -0.332 -0.2 0.1 0.1
H 0.335 -5.771 1.281 0.0 0.0 0.0
H -4.115 -4.275 0.122 0.0 0.0 0.0
H -4.949 -2.126 -0.769 0.0 0.0 0.0
H -3.317 -0.315 -1.329 0.0 0.0 0.0
C -1.126 3.216 -2.298 0.0 0.0 -0.1
O -1.783 2.965 -1.074 -0.1 0.0 0.1
C -1.897 1.661 -0.680 0.4 -0.1 0.0
C -2.681 1.627 0.595 -0.1 0.0 -0.2
H -0.037 3.208 -2.177 0.0 0.0 0.0
H -1.439 4.202 -2.637 0.1 0.0 0.0
H -1.394 2.463 -3.048 0.0 0.0 0.0
H -3.716 1.938 0.417 0.0 0.0 0.0
H -2.251 2.336 1.311 0.0 -0.1 0.0
H -2.670 0.630 1.031 0.0 0.0 0.1
```
Positions in Å, forces in eV/Å.

Mulliken population analysis, charges in e, atoms 1 to 2: 0.914 -0.369